[1]
Entry from the Open Molecules 2025 dataset: C54H52N6O5Pb as an isolated structure in a non-equilibrium geometry (ωB97M-V/def2-TZVPD).

Atoms and positions in Å:
Pb (22.679, 5.310, 18.478)
C (30.899, 7.507, 12.270)
O (30.355, 6.372, 12.965)
C (29.469, 6.619, 13.995)
C (28.163, 6.907, 13.590)
C (27.166, 7.005, 14.554)
C (27.417, 6.587, 15.884)
C (28.799, 6.442, 16.306)
C (29.813, 6.288, 15.321)
C (26.324, 6.257, 16.870)
C (25.212, 7.176, 16.725)
C (25.203, 8.585, 16.447)
C (23.845, 8.962, 16.520)
C (23.103, 7.808, 16.799)
N (23.920, 6.711, 16.844)
C (21.629, 7.782, 17.248)
C (21.414, 8.069, 18.785)
C (20.415, 8.838, 19.411)
C (20.582, 8.582, 20.762)
C (21.377, 7.400, 20.923)
C (21.623, 6.704, 22.109)
C (20.512, 6.619, 23.139)
C (19.128, 7.037, 22.798)
C (18.209, 6.736, 23.770)
C (18.532, 6.354, 25.123)
O (17.574, 6.607, 25.974)
C (17.743, 7.525, 27.081)
C (19.882, 5.986, 25.379)
C (20.790, 5.984, 24.355)
C (22.788, 5.740, 22.183)
N (23.118, 4.981, 21.058)
C (24.137, 4.184, 21.426)
C (24.809, 3.206, 20.474)
C (24.579, 1.734, 20.771)
C (25.042, 0.661, 19.961)
C (24.591, -0.670, 20.086)
C (23.906, -1.091, 21.260)
O (23.888, -2.313, 21.783)
C (24.567, -3.409, 21.054)
C (23.284, -0.001, 21.984)
C (23.839, 1.292, 21.893)
C (25.605, 3.769, 19.405)
C (26.767, 3.130, 18.718)
C (27.183, 3.952, 17.648)
C (26.354, 5.178, 17.794)
N (25.526, 5.061, 18.891)
C (24.391, 4.255, 22.839)
C (23.685, 5.352, 23.225)
N (22.076, 7.238, 19.659)
C (20.873, 8.773, 16.449)
C (20.149, 8.382, 15.308)
C (19.790, 9.250, 14.257)
C (19.806, 10.590, 14.583)
O (19.581, 11.612, 13.663)
C (20.799, 12.072, 13.014)
C (20.178, 11.088, 15.823)
C (20.950, 10.174, 16.574)
H (30.455, 8.481, 12.572)
H (30.835, 7.359, 11.156)
H (32.029, 7.477, 12.601)
H (27.942, 7.021, 12.512)
H (26.266, 7.473, 14.251)
H (28.904, 6.315, 17.357)
H (30.876, 5.982, 15.615)
H (26.121, 9.184, 16.417)
H (23.395, 9.901, 16.167)
H (19.856, 9.636, 18.976)
H (20.298, 9.251, 21.575)
H (18.915, 7.637, 21.965)
H (17.196, 6.861, 23.568)
H (16.745, 7.704, 27.539)
H (18.066, 8.527, 26.659)
H (18.566, 7.259, 27.737)
H (20.089, 5.634, 26.352)
H (21.724, 5.400, 24.432)
H (25.527, 0.938, 19.013)
H (24.791, -1.450, 19.317)
H (24.320, -3.358, 19.978)
H (24.036, -4.300, 21.364)
H (25.624, -3.295, 21.243)
H (22.761, -0.228, 22.946)
H (23.602, 1.943, 22.748)
H (27.090, 2.139, 18.977)
H (28.002, 3.945, 16.935)
H (25.049, 3.715, 23.507)
H (23.747, 5.820, 24.178)
H (19.949, 7.290, 15.244)
H (19.226, 8.888, 13.439)
H (21.643, 12.025, 13.771)
H (20.601, 13.159, 12.720)
H (21.121, 11.489, 12.132)
H (20.089, 12.155, 16.037)
H (21.770, 10.516, 17.188)
C (9.045, 0.984, 7.390)
N (9.171, -0.297, 8.041)
C (10.495, -0.803, 7.957)
C (8.561, -0.335, 9.323)
C (9.584, -0.365, 10.448)
N (8.902, -0.892, 11.528)
C (9.578, -2.030, 12.138)
C (8.085, 0.000, 12.291)
H (8.391, 0.872, 6.548)
H (9.937, 1.461, 6.852)
H (8.829, 1.788, 8.103)
H (10.739, -1.870, 8.247)
H (11.260, -0.181, 8.469)
H (10.690, -0.756, 6.864)
H (7.880, -1.215, 9.295)
H (7.942, 0.580, 9.398)
H (9.826, 0.680, 10.719)
H (10.427, -0.955, 10.149)
H (8.896, -2.820, 12.294)
H (9.981, -1.649, 13.104)
H (10.334, -2.296, 11.370)
H (8.676, 0.833, 12.849)
H (7.473, -0.734, 12.799)
H (7.515, 0.501, 11.463)
O (21.189, 6.457, 17.023)

Values from the calculation:
Orbital gap (alpha / beta) in Ha: 0.0995 / 0.1007
Multiplicity: 1
Net charge: -2
HOMO level (alpha / beta) in Eh: -0.0066 / -0.0078

***

[2]
Entry from the Open Molecules 2025 dataset: C54H53CrN4O2SSi as an isolated structure in a non-equilibrium geometry (ωB97M-V/def2-TZVPD).

Atoms and positions in Å:
Cr (0.311, -0.197, -0.122)
O (1.661, -1.361, 0.206)
C (2.510, -1.728, 1.240)
C (1.640, -1.950, 2.494)
C (1.046, -0.682, 3.035)
C (1.336, -0.316, 4.341)
C (0.838, 0.864, 4.851)
C (0.035, 1.634, 4.037)
C (-0.258, 1.198, 2.753)
C (-1.204, 2.013, 1.928)
C (-0.545, 2.594, 0.662)
O (-0.111, 1.552, -0.176)
C (-1.547, 3.428, -0.141)
C (-2.874, 3.612, 0.224)
C (-3.760, 4.294, -0.608)
C (-3.318, 4.819, -1.812)
C (-1.984, 4.665, -2.174)
C (-1.113, 3.972, -1.350)
C (0.631, 3.476, 1.131)
C (0.427, 4.819, 1.439)
C (1.465, 5.604, 1.928)
C (2.720, 5.049, 2.131)
C (2.930, 3.707, 1.842)
C (1.894, 2.929, 1.343)
N (0.249, 0.058, 2.241)
C (3.627, -0.688, 1.414)
C (4.257, -0.422, 2.625)
C (5.318, 0.476, 2.695)
C (5.768, 1.116, 1.551)
C (5.137, 0.868, 0.337)
C (4.076, -0.024, 0.270)
C (3.145, -3.080, 0.883)
C (2.488, -3.913, -0.019)
C (3.013, -5.156, -0.347)
C (4.205, -5.581, 0.222)
C (4.867, -4.753, 1.120)
C (4.341, -3.510, 1.448)
H (2.200, -2.465, 3.274)
H (0.839, -2.612, 2.159)
H (1.954, -0.964, 4.950)
H (1.066, 1.176, 5.863)
H (-0.381, 2.571, 4.386)
H (-1.595, 2.824, 2.540)
H (-2.020, 1.366, 1.615)
H (-3.240, 3.238, 1.174)
H (-4.797, 4.402, -0.313)
H (-4.006, 5.348, -2.463)
H (-1.623, 5.083, -3.107)
H (-0.080, 3.837, -1.652)
H (-0.554, 5.258, 1.288)
H (1.294, 6.653, 2.141)
H (3.531, 5.659, 2.514)
H (3.905, 3.260, 1.990)
H (2.081, 1.891, 1.098)
H (3.940, -0.930, 3.528)
H (5.795, 0.670, 3.650)
H (6.605, 1.803, 1.603)
H (5.477, 1.367, -0.564)
H (3.578, -0.220, -0.673)
H (1.575, -3.559, -0.479)
H (2.492, -5.786, -1.060)
H (4.620, -6.548, -0.034)
H (5.805, -5.071, 1.557)
H (4.882, -2.871, 2.136)
C (-1.319, -4.016, -0.659)
C (-0.552, -3.343, -1.771)
C (-0.240, -4.036, -2.925)
C (0.495, -3.365, -3.907)
C (0.889, -2.065, -3.715)
C (0.530, -1.398, -2.512)
N (-0.208, -2.064, -1.588)
N (0.867, -0.146, -2.132)
Si (1.473, 1.101, -3.159)
C (2.300, 2.444, -2.170)
C (0.063, 1.799, -4.176)
C (2.805, 0.589, -4.391)
H (-1.089, -5.081, -0.623)
H (-2.397, -3.912, -0.813)
H (-1.053, -3.576, 0.306)
H (-0.538, -5.070, -3.048)
H (0.778, -3.885, -4.817)
H (1.499, -1.557, -4.448)
H (1.691, 2.775, -1.331)
H (2.499, 3.304, -2.821)
H (3.259, 2.104, -1.762)
H (-0.811, 1.994, -3.544)
H (-0.233, 1.086, -4.955)
H (0.348, 2.738, -4.671)
H (3.591, -0.016, -3.921)
H (3.273, 1.499, -4.785)
H (2.412, 0.032, -5.247)
N (-1.914, -0.740, 0.115)
S (-3.341, -0.102, -0.033)
C (-4.392, -0.689, 1.296)
C (-4.853, 0.243, 2.211)
C (-5.538, -0.189, 3.341)
C (-5.746, -1.545, 3.546)
C (-5.272, -2.473, 2.624)
C (-4.588, -2.047, 1.498)
C (-4.154, -0.909, -1.416)
C (-5.538, -0.953, -1.540)
C (-6.090, -1.526, -2.676)
C (-5.266, -2.033, -3.675)
C (-3.886, -1.963, -3.546)
C (-3.320, -1.390, -2.414)
H (-1.958, -1.755, 0.121)
H (-4.682, 1.303, 2.039)
H (-5.903, 0.534, 4.061)
H (-6.274, -1.883, 4.429)
H (-5.437, -3.532, 2.786)
H (-4.214, -2.768, 0.776)
H (-6.174, -0.561, -0.755)
H (-7.167, -1.576, -2.784)
H (-5.704, -2.481, -4.559)
H (-3.243, -2.351, -4.328)
H (-2.244, -1.319, -2.294)

Values from the calculation:
Orbital gap (alpha / beta) in Ha: 0.2683 / 0.2672
Multiplicity: 2
<S²>: 0.75
HOMO level (alpha / beta) in Eh: -0.2551 / -0.2539

***

[3]
Entry from the Open Molecules 2025 dataset: C54H54N12O5SSr as an isolated structure (ωB97M-V/def2-TZVPD).

Atoms and positions in Å:
Sr (0.139, 1.329, -0.805)
O (3.762, -0.364, -2.901)
C (3.051, 0.008, -1.950)
N (2.474, 1.197, -1.779)
C (2.964, 2.289, -2.516)
C (4.331, 2.457, -2.769)
C (4.828, 3.604, -3.355)
C (3.955, 4.627, -3.705)
C (2.600, 4.483, -3.473)
C (2.073, 3.325, -2.881)
N (0.717, 3.183, -2.520)
C (-0.186, 3.896, -3.164)
O (-0.084, 4.546, -4.235)
C (-1.569, 3.942, -2.527)
C (-2.389, 5.021, -2.865)
C (-3.653, 5.105, -2.320)
C (-4.082, 4.086, -1.481)
C (-3.207, 3.050, -1.215)
N (-1.971, 2.980, -1.700)
C (2.809, -0.993, -0.822)
C (3.345, -2.271, -0.946)
C (3.177, -3.169, 0.092)
C (2.495, -2.761, 1.227)
C (1.976, -1.475, 1.254)
N (2.120, -0.605, 0.255)
H (5.002, 1.657, -2.490)
H (5.894, 3.703, -3.527)
H (4.328, 5.541, -4.154)
H (1.923, 5.277, -3.741)
H (-1.998, 5.759, -3.550)
H (-4.300, 5.944, -2.549)
H (-5.069, 4.088, -1.038)
H (-3.519, 2.229, -0.584)
H (3.868, -2.518, -1.858)
H (3.565, -4.179, 0.015)
H (2.328, -3.430, 2.061)
H (1.394, -1.138, 2.104)
C (-0.722, -12.554, 3.382)
O (-0.953, -11.421, 4.186)
C (-0.880, -10.195, 3.575)
C (-0.598, -10.006, 2.226)
C (-0.553, -8.722, 1.707)
C (-0.782, -7.606, 2.509)
C (-1.058, -7.817, 3.863)
C (-1.109, -9.091, 4.391)
C (-0.727, -6.273, 1.908)
N (-0.377, -6.032, 0.665)
C (-0.486, -4.663, 0.517)
C (-0.911, -4.085, 1.692)
N (-1.052, -5.127, 2.581)
C (-1.097, -2.682, 1.901)
C (-1.336, -2.102, 3.146)
C (-1.121, -0.691, 3.227)
C (-0.970, 0.060, 2.119)
N (-1.213, -0.494, 0.806)
C (-0.888, -1.901, 0.745)
C (-0.405, -2.442, -0.468)
N (-0.124, -1.590, -1.491)
C (0.349, -2.095, -2.611)
C (0.583, -3.453, -2.843)
C (0.300, -4.338, -1.822)
C (-0.192, -3.849, -0.621)
H (-0.819, -13.418, 4.036)
H (0.284, -12.540, 2.949)
H (-1.456, -12.628, 2.573)
H (-0.415, -10.844, 1.569)
H (-0.336, -8.559, 0.661)
H (-1.230, -6.977, 4.525)
H (-1.322, -9.253, 5.439)
H (-1.381, -5.045, 3.524)
H (-1.421, -2.703, 4.043)
H (-0.979, -0.226, 4.199)
H (-0.681, 1.105, 2.127)
H (0.562, -1.381, -3.396)
H (0.981, -3.780, -3.793)
H (0.466, -5.405, -1.925)
C (-0.346, 2.461, -6.681)
N (-0.920, 1.651, -5.631)
C (-2.296, 1.747, -5.192)
C (-2.257, 0.926, -3.891)
O (-3.245, 0.603, -3.263)
N (-0.951, 0.633, -3.601)
C (-0.223, 1.085, -4.609)
N (1.099, 0.905, -4.699)
H (-1.148, 2.745, -7.362)
H (0.380, 1.877, -7.251)
H (0.113, 3.367, -6.276)
H (-2.996, 1.308, -5.905)
H (-2.589, 2.780, -4.976)
H (1.594, 0.627, -3.860)
H (1.601, 1.576, -5.262)
C (2.669, 1.069, 3.379)
S (3.601, 2.376, 2.577)
C (2.616, 3.727, 3.230)
O (4.923, 2.442, 3.277)
H (2.654, 1.259, 4.453)
H (3.186, 0.137, 3.163)
H (1.661, 1.037, 2.960)
H (1.603, 3.630, 2.840)
H (3.051, 4.655, 2.863)
H (2.654, 3.691, 4.320)
C (-1.278, 3.316, 4.192)
N (-2.420, 3.879, 3.498)
C (-2.649, 5.240, 3.930)
C (-2.329, 3.728, 2.034)
C (-1.123, 4.349, 1.351)
C (-1.143, 5.736, 1.173)
C (-0.064, 6.403, 0.613)
C (1.045, 5.662, 0.224)
C (1.024, 4.282, 0.371)
C (-0.048, 3.542, 0.917)
H (-1.474, 3.324, 5.269)
H (-0.348, 3.873, 4.005)
H (-1.127, 2.285, 3.877)
H (-2.882, 5.241, 4.999)
H (-3.502, 5.660, 3.393)
H (-1.784, 5.905, 3.772)
H (-3.254, 4.154, 1.626)
H (-2.336, 2.655, 1.831)
H (-2.025, 6.305, 1.459)
H (-0.095, 7.479, 0.471)
H (1.903, 6.151, -0.226)
H (1.905, 3.753, 0.004)
C (-2.600, -0.264, 0.377)
H (-3.307, -0.885, 0.943)
H (-2.704, -0.469, -0.692)
H (-2.844, 0.782, 0.572)

Values from the calculation:
Orbital gap in Ha: 0.1546
Multiplicity: 1
Net charge: -2
ΔE to the lowest compared entry with this formula, charge and spin in kcal/mol: 0.0
HOMO level in Eh: -0.0420

***

[4]
Entry from the Open Molecules 2025 dataset: C54H55AsBrIN9O6PSn as an isolated structure (ωB97M-V/def2-TZVPD).

Atoms and positions in Å:
Sn (1.680, 2.018, -0.243)
O (4.488, -0.270, 2.759)
C (3.427, 0.400, 2.314)
O (2.687, -0.016, 1.457)
C (3.233, 1.701, 3.031)
C (3.941, 1.995, 4.189)
C (3.676, 3.190, 4.836)
C (2.719, 4.036, 4.301)
C (2.076, 3.656, 3.129)
N (2.327, 2.515, 2.500)
C (1.119, 4.567, 2.404)
O (0.413, 5.439, 3.123)
O (1.048, 4.549, 1.205)
H (4.537, -1.114, 2.285)
H (4.674, 1.301, 4.569)
H (4.211, 3.463, 5.735)
H (2.509, 4.988, 4.769)
H (0.488, 5.283, 4.073)
C (-1.338, -1.953, 2.581)
C (-2.812, -2.081, 2.931)
As (-3.134, -3.752, 3.950)
C (-2.732, -4.936, 2.431)
C (-3.624, -5.165, 1.385)
C (-3.262, -5.964, 0.311)
C (-1.996, -6.533, 0.257)
C (-1.098, -6.311, 1.292)
C (-1.471, -5.526, 2.377)
C (-5.078, -3.798, 3.827)
C (-5.846, -2.661, 3.605)
C (-7.233, -2.745, 3.572)
C (-7.861, -3.965, 3.762)
C (-7.101, -5.103, 3.996)
C (-5.719, -5.018, 4.035)
P (-0.895, -0.673, 1.319)
C (-1.762, 0.765, 2.043)
C (-3.056, 1.180, 1.748)
C (-3.612, 2.264, 2.412)
C (-2.893, 2.930, 3.393)
C (-1.610, 2.507, 3.711)
C (-1.045, 1.442, 3.029)
C (-1.927, -1.169, -0.111)
C (-2.309, -0.218, -1.060)
C (-2.978, -0.588, -2.216)
C (-3.282, -1.924, -2.448)
C (-2.907, -2.881, -1.515)
C (-2.228, -2.509, -0.361)
H (-0.935, -2.903, 2.214)
H (-0.748, -1.704, 3.468)
H (-3.446, -2.103, 2.042)
H (-3.123, -1.236, 3.547)
H (-4.615, -4.727, 1.416)
H (-3.978, -6.161, -0.478)
H (-1.725, -7.179, -0.568)
H (-0.123, -6.781, 1.277)
H (-0.778, -5.383, 3.199)
H (-5.376, -1.697, 3.458)
H (-7.821, -1.854, 3.400)
H (-8.940, -4.030, 3.735)
H (-7.587, -6.057, 4.156)
H (-5.134, -5.912, 4.226)
H (-3.642, 0.658, 1.003)
H (-4.616, 2.583, 2.168)
H (-3.335, 3.768, 3.914)
H (-1.056, 3.001, 4.500)
H (-0.034, 1.120, 3.267)
H (-2.088, 0.824, -0.883)
H (-3.283, 0.171, -2.924)
H (-3.830, -2.212, -3.335)
H (-3.166, -3.921, -1.666)
H (-1.979, -3.274, 0.365)
N (-0.217, 2.552, -4.680)
C (-0.125, 2.590, -3.332)
O (0.912, 2.129, -2.754)
C (-1.209, 3.130, -2.598)
C (-2.337, 3.694, -3.227)
N (-3.215, 4.134, -3.829)
C (-1.025, 3.061, -1.222)
N (-0.700, 2.871, -0.123)
H (0.602, 2.366, -5.231)
H (-1.008, 2.975, -5.138)
C (1.377, -3.783, -1.173)
C (1.875, -2.410, -0.664)
N (2.149, -1.514, -1.781)
C (3.263, -2.036, -2.559)
C (2.970, -3.485, -3.022)
N (1.546, -3.783, -2.665)
C (0.633, -2.764, -3.281)
C (0.970, -1.401, -2.633)
H (0.319, -3.946, -0.971)
H (1.949, -4.622, -0.779)
H (2.788, -2.520, -0.080)
H (1.129, -1.951, -0.016)
H (4.166, -2.015, -1.949)
H (3.419, -1.384, -3.418)
H (3.589, -4.226, -2.520)
H (3.071, -3.614, -4.099)
H (1.300, -4.705, -3.023)
H (-0.390, -3.074, -3.075)
H (0.808, -2.786, -4.356)
H (0.133, -1.056, -2.030)
H (1.160, -0.653, -3.401)
C (7.034, 2.314, -0.118)
N (6.107, 1.930, -1.179)
C (6.524, 1.800, -2.463)
C (5.658, 1.538, -3.466)
C (4.283, 1.417, -3.113)
N (3.884, 1.499, -1.851)
C (4.763, 1.806, -0.876)
O (4.372, 2.012, 0.281)
N (3.338, 1.187, -4.038)
H (8.040, 2.021, -0.407)
H (6.749, 1.809, 0.801)
H (6.998, 3.390, 0.046)
H (7.584, 1.925, -2.631)
H (5.995, 1.449, -4.486)
H (3.578, 1.363, -5.000)
H (2.392, 1.423, -3.726)
Br (2.802, 4.556, -4.712)
C (1.412, 5.373, -3.718)
C (0.312, 5.847, -4.419)
C (-0.733, 6.451, -3.738)
C (-0.681, 6.586, -2.360)
C (0.417, 6.117, -1.655)
C (1.463, 5.514, -2.338)
I (3.073, 4.792, -1.214)
H (0.281, 5.741, -5.494)
H (-1.592, 6.806, -4.289)
H (-1.497, 7.052, -1.826)
H (0.453, 6.201, -0.578)

Values from the calculation:
Orbital gap in Ha: 0.2494
Multiplicity: 1
Net charge: +2
ΔE to the lowest compared entry with this formula, charge and spin in kcal/mol: 12.4
HOMO level in Eh: -0.4246